Below is a 2-piece molecular cluster, C5H7ClF2NO overall, with properties calculated with the ωB97M-V functional and the def2-TZVPD basis.

Properties
**Kohn-Sham gap**: 8.0 eV
**Maximum force**: 0.100 Eh/bohr
**Total charge**: -1
**E**: -26793.41562 eV
**ΔE to the lowest compared entry with this formula, charge and spin**: 0.000 eV

Each atom is followed by the atoms it is bonded to, with distances in Å.
Cartesian coordinates (Å):
1 C -0.53538 -0.81727 -0.39460  C3 1.569, C4 1.476, H11 1.099, H12 1.116
2 C 0.92481 -0.21812 1.41110  C3 1.513, N6 1.410, H13 1.181, H14 1.183
3 C 0.16241 -1.41155 0.87944  C1 1.569, C2 1.513, F8 1.438, F9 1.311
4 C 0.11472 0.50111 -0.52600  C1 1.476, C5 1.419, N6 1.292
5 C -0.09755 1.35664 -1.63795  C4 1.419, H15 1.105, H16 1.121, H17 1.171
6 N 0.93340 0.79428 0.42991  C2 1.410, C4 1.292, O7 1.303
7 O 1.69415 1.85010 0.48714  N6 1.303
8 F 1.06832 -2.39442 0.34843  C3 1.438
9 F -0.64092 -2.11332 1.64226  C3 1.311
10 Cl -3.25271 0.27000 0.79382  no bonds
11 H -0.38692 -1.40717 -1.30994  C1 1.099
12 H -1.59053 -0.81173 -0.03242  C1 1.116
13 H 0.18785 0.06818 2.28827  C2 1.181
14 H 2.02380 -0.61926 1.58575  C2 1.183
15 H 0.50933 2.27565 -1.55198  C5 1.105
16 H -1.14140 1.76197 -1.69776  C5 1.121
17 H 0.02662 0.91492 -2.71547  C5 1.171


Below is an isolated molecule of C5H7ClS2, with properties calculated with the ωB97M-V functional and the def2-TZVPD basis.

Properties
**Kohn-Sham gap**: 8.0 eV
**Maximum force**: 0.140 Eh/bohr
**Total charge**: 0
**SMILES**: CC/C(Cl)=C\SC=S
**E**: -39488.30140 eV
**ΔE to the lowest compared entry with this formula, charge and spin**: 2.782 eV

Each atom is followed by the atoms it is bonded to, with distances in Å.
Cartesian coordinates (Å):
1 C 0.26724 -2.00251 0.26526  C2 1.548, H6 1.195, H7 1.194, H8 1.182
2 C 1.42279 -0.97289 0.30574  C1 1.548, C3 1.583, H9 1.128, H10 1.092
3 C 1.34747 0.59524 0.10353  C2 1.583, C4 1.350, Cl15 1.807
4 C 0.14310 1.15732 -0.13066  C3 1.350, H11 1.185, S13 1.637
5 C -2.45640 1.79755 -0.24894  H12 1.164, S13 1.662, S14 1.628
6 H 0.66956 -3.10411 0.03346  C1 1.195
7 H -0.51856 -1.84295 -0.61930  C1 1.194
8 H -0.40469 -1.89966 1.23210  C1 1.182
9 H 2.16738 -1.41350 -0.41796  C2 1.128
10 H 1.69868 -0.99630 1.36248  C2 1.092
11 H 0.35875 2.28010 -0.44154  C4 1.185
12 H -2.08199 2.88395 -0.43543  C5 1.164
13 S -1.37407 0.57555 0.06542  C4 1.637, C5 1.662
14 S -4.05929 1.59639 -0.44785  C5 1.628
15 Cl 2.82002 1.34583 -0.62631  C3 1.807


Below is an isolated molecule of C5H7F2N, with properties calculated with the ωB97M-V functional and the def2-TZVPD basis.

Properties
**Kohn-Sham gap**: 10.4 eV
**Maximum force**: 0.082 Eh/bohr
**Total charge**: 0
**SMILES**: F[C@H]1NC[C@@H]2C[C@@]21F
**E**: -12220.56330 eV
**ΔE to the lowest compared entry with this formula, charge and spin**: 2.119 eV

Each atom is followed by the atoms it is bonded to, with distances in Å.
Cartesian coordinates (Å):
1 C 1.14134 0.42217 0.90749  C3 1.490, C5 1.503, H9 1.202, H10 1.089
2 C -0.41542 -0.87472 -0.52260  C3 1.529, N6 1.442, H11 1.183, H12 1.125
3 C 0.98109 -0.26260 -0.40588  C1 1.490, C2 1.529, C5 1.529, H13 1.055
4 C -0.65565 1.67926 -0.46683  C5 1.503, N6 1.790, F7 1.381, H14 1.142
5 C 0.77370 1.24763 -0.29357  C1 1.503, C3 1.529, C4 1.503, F8 1.330
6 N -1.36991 0.09374 -0.04359  C2 1.442, C4 1.790, H15 1.083
7 F -0.98034 2.05953 -1.75434  C4 1.381
8 F 1.84804 1.90175 -0.72600  C5 1.330
9 H 0.42561 0.20501 1.84855  C1 1.202
10 H 2.13435 0.71477 1.24651  C1 1.089
11 H -0.72997 -1.36468 -1.55270  C2 1.183
12 H -0.59756 -1.79199 0.10325  C2 1.125
13 H 1.83150 -0.55427 -0.95794  C3 1.055
14 H -1.01091 2.57386 0.14716  C4 1.142
15 H -2.28682 -0.06655 -0.59813  N6 1.083


Below is an isolated molecule of C5H7F3, with properties calculated with the ωB97M-V functional and the def2-TZVPD basis.

Properties
**Kohn-Sham gap**: 10.9 eV
**Maximum force**: 0.046 Eh/bohr
**Total charge**: 0
**SMILES**: C=C(F)C(CF)CF
**E**: -13449.42481 eV
**ΔE to the lowest compared entry with this formula, charge and spin**: 0.810 eV

Each atom is followed by the atoms it is bonded to, with distances in Å.
Cartesian coordinates (Å):
1 C 0.24521 -1.09743 1.28961  C2 1.504, H6 1.130, H7 1.077, F13 1.374
2 C -0.30656 -0.30811 0.13492  C1 1.504, C3 1.517, C4 1.484, H8 1.089
3 C -0.16060 -0.81019 -1.28872  C2 1.517, H9 1.078, H10 1.114, F14 1.378
4 C 0.28552 1.05202 0.08897  C2 1.484, C5 1.317, F15 1.359
5 C -0.36178 2.17720 -0.13602  C4 1.317, H11 1.117, H12 1.108
6 H 0.48621 -0.63516 2.29181  C1 1.130
7 H -0.47015 -1.88469 1.46044  C1 1.077
8 H -1.33925 -0.18628 0.45795  C2 1.089
9 H -0.95314 -0.53776 -1.96708  C3 1.078
10 H 0.75613 -0.30869 -1.67356  C3 1.114
11 H -1.47731 2.13241 -0.16382  C5 1.117
12 H 0.20162 3.10324 -0.36458  C5 1.108
13 F 1.48663 -1.59812 0.97926  C1 1.374
14 F -0.03660 -2.18102 -1.22836  C3 1.378
15 F 1.64407 1.08258 0.11917  C4 1.359


Below is an isolated ion of composition C5H7F3N3O2 and charge +1, with properties calculated with the ωB97M-V functional and the def2-TZVPD basis.

Properties
**Kohn-Sham gap**: 10.7 eV
**Maximum force**: 0.106 Eh/bohr
**Total charge**: +1
**SMILES**: O=[N+]([O-])[C@@H](C1=[NH+]CCN1)C(F)(F)F
**E**: -22005.02149 eV
**ΔE to the lowest compared entry with this formula, charge and spin**: 0.908 eV

Each atom is followed by the atoms it is bonded to, with distances in Å.
Cartesian coordinates (Å):
1 C 1.03340 -0.03126 0.41343  C4 1.852, N6 1.317, N7 1.322
2 C -1.21449 -0.38030 0.33970  C3 1.582, N6 1.479, H14 1.074, H15 1.120
3 C -0.62397 0.20093 -1.00819  C2 1.582, N7 1.487, H16 1.164, H17 1.110
4 C 2.67070 0.13686 1.26305  C1 1.852, C5 1.552, N8 1.509, H18 1.194
5 C 2.45683 1.35458 2.20167  C4 1.552, F11 1.314, F12 1.297, F13 1.371
6 N 0.03824 -0.54062 1.11007  C1 1.317, C2 1.479, H19 1.008
7 N 0.77530 0.61062 -0.71357  C1 1.322, C3 1.487, H20 1.023
8 N 2.83924 -1.21199 1.91838  C4 1.509, O9 1.182, O10 1.206
9 O 3.92415 -1.65269 1.75582  N8 1.182
10 O 1.95896 -1.68967 2.58987  N8 1.206
11 F 1.91155 2.29706 1.46581  C5 1.314
12 F 1.59875 1.08220 3.13562  C5 1.297
13 F 3.66682 1.72899 2.72696  C5 1.371
14 H -1.80870 0.30184 0.91797  C2 1.074
15 H -1.77286 -1.35037 0.28944  C2 1.120
16 H -0.43502 -0.40263 -1.98482  C3 1.164
17 H -1.16560 1.14756 -1.21518  C3 1.110
18 H 3.68556 0.23938 0.64168  C4 1.194
19 H 0.22875 -0.83859 2.05391  N6 1.008
20 H 1.39564 1.12655 -1.34208  N7 1.023


Below is an isolated molecule of C5H7F3O2S, with properties calculated with the ωB97M-V functional and the def2-TZVPD basis.

Properties
**Kohn-Sham gap (spin up / spin down)**: 8.8 / 6.6 eV
**Maximum force**: 0.103 Eh/bohr
**Total charge**: 0
**E**: -28377.35596 eV
**ΔE to the lowest compared entry with this formula, charge and spin**: 2.440 eV

Each atom is followed by the atoms it is bonded to, with distances in Å.
Cartesian coordinates (Å):
1 C 0.27971 -0.86593 -0.50186  C2 1.562, C3 1.522, H12 1.038, H13 1.093
2 C 0.70816 0.36649 0.35704  C1 1.562, C4 1.497, C5 1.500, H14 1.130
3 C -0.92043 -1.52624 0.16053  C1 1.522, F8 1.382, S11 2.060, H15 0.998
4 C -0.26386 1.50422 0.30942  C2 1.497, F9 1.288, F10 1.357
5 C 2.12267 0.74873 0.03413  C2 1.500, H16 1.115, H17 1.137, H18 1.120
6 O -3.53611 -0.69316 0.44361  S11 1.453
7 O -2.52057 -0.24543 -1.78209  S11 1.435
8 F -0.88222 -1.46669 1.54032  C3 1.382
9 F -0.49594 2.03954 1.45817  C4 1.288
10 F -0.45544 2.31149 -0.76378  C4 1.357
11 S -2.41956 -0.20980 -0.35152  C3 2.060, O6 1.453, O7 1.435
12 H 0.10241 -0.55129 -1.47467  C1 1.038
13 H 1.14206 -1.53722 -0.49597  C1 1.093
14 H 0.78810 0.05783 1.44144  C2 1.130
15 H -1.25069 -2.42054 -0.13370  C3 0.998
16 H 2.80867 -0.12060 0.16106  C5 1.115
17 H 2.54921 1.60627 0.64757  C5 1.137
18 H 2.24383 1.00232 -1.04971  C5 1.120